1:
Below is an isolated molecule of C20H24N4O6S, with properties calculated with ωB97M-V with the def2-TZVPD basis set.

```
55
C20H24N4O6S, DFT ωB97M-V with the def2-TZVPD basis set
C -2.8378 2.5775 1.2194
O -2.3470 3.0225 -0.0263
C -1.5937 4.2071 0.0265
C -0.2602 4.0846 0.7809
N 0.6029 3.0829 0.1998
C 1.4696 3.3915 -0.7739
O 1.6335 4.5151 -1.2065
C 2.3431 2.2324 -1.2868
N 1.7718 0.9090 -1.1980
C 0.9835 0.4735 -2.3520
C -0.1679 -0.4173 -1.9603
C -1.1687 0.0711 -1.1343
C -2.2378 -0.7258 -0.7288
C -2.2780 -2.0134 -1.2034
C -1.2862 -2.5029 -2.0545
C -0.2222 -1.7291 -2.4411
O -1.5749 -3.8008 -2.3868
C -2.7893 -4.1064 -1.7376
O -3.2067 -2.9963 -0.9722
C 2.1249 -0.0170 -0.2757
O 1.8684 -1.1986 -0.4223
C 2.7610 0.4872 1.0182
C 2.1227 -0.3125 2.1676
C 0.6339 -0.2942 1.9332
O -0.0009 0.7395 1.8180
N -0.0249 -1.4816 1.7846
C 0.4707 -2.7573 1.7330
N 1.5661 -3.1864 2.2520
C 1.7482 -4.5082 2.0200
C 0.7613 -5.1228 1.3247
S -0.4721 -3.9930 0.9118
H -3.2537 3.4094 1.7989
H -3.6331 1.8677 0.9969
H -2.0604 2.0764 1.8041
H -1.3914 4.4644 -1.0160
H -2.1819 5.0155 0.4878
H -0.4323 3.8208 1.8256
H 0.2521 5.0481 0.7207
H 0.4466 2.1282 0.5010
H 2.5750 2.4537 -2.3334
H 3.2905 2.2759 -0.7430
H 1.6305 -0.0559 -3.0611
H 0.5950 1.3767 -2.8286
H -1.1434 1.0957 -0.7993
H -3.0112 -0.3391 -0.0867
H 0.5491 -2.1273 -3.0778
H -3.5597 -4.3450 -2.4900
H -2.6468 -4.9751 -1.0762
H 2.5774 1.5493 1.1664
H 3.8364 0.3042 0.9963
H 2.3448 0.1641 3.1230
H 2.4849 -1.3373 2.1763
H -0.9807 -1.3745 1.4546
H 2.6375 -4.9770 2.3986
H 0.6819 -6.1494 1.0324
```

Results
HOMO ... -8.06 eV
E_LUMO ... 0.022 Ha
Total charge ... 0



2:
Below is an isolated molecule of C20H24N4O6S, with properties calculated with ωB97M-V with the def2-TZVPD basis set.

```
55
C20H24N4O6S, DFT ωB97M-V with the def2-TZVPD basis set
C -5.2463 -4.4777 0.5538
C -4.7631 -3.0618 0.4919
C -4.4443 -2.3637 1.6508
C -3.9847 -1.0619 1.5702
C -3.8400 -0.4546 0.3375
S -3.2490 1.2314 0.3075
O -2.9490 1.6314 1.6597
O -4.1403 2.0737 -0.4380
N -1.8422 1.0637 -0.6083
C -1.4270 2.2485 -1.3275
C -0.7135 3.2320 -0.3972
N 0.4054 2.5604 0.2387
C 1.6538 2.9569 -0.0441
O 1.9090 3.9238 -0.7373
C 2.8082 2.1701 0.5995
O 2.7823 0.8310 0.1342
C 3.8625 0.0603 0.3023
C 4.9888 0.4049 1.0660
C 6.0539 -0.4642 1.1549
C 6.0116 -1.6877 0.4753
C 7.1376 -2.6649 0.5268
N 4.9541 -2.0156 -0.2360
C 3.9229 -1.1990 -0.3243
N 2.8459 -1.7065 -1.1451
O 3.0974 -2.6289 -1.8815
O 1.7548 -1.1786 -1.0459
C -0.0063 1.4106 1.0118
C -0.7611 0.4245 0.1065
C -4.1491 -1.1229 -0.8416
C -3.9822 -0.4649 -2.1701
C -4.6105 -2.4290 -0.7364
H -4.4319 -5.1575 0.3035
H -6.0491 -4.6427 -0.1612
H -5.6027 -4.7252 1.5501
H -4.5591 -2.8364 2.6146
H -3.7370 -0.4933 2.4529
H -2.3253 2.7034 -1.7445
H -0.7564 1.9402 -2.1354
H -0.3270 4.0893 -0.9497
H -1.4126 3.5661 0.3762
H 2.7285 2.2066 1.6946
H 3.7298 2.6722 0.2844
H 5.0206 1.3468 1.5906
H 6.9180 -0.2034 1.7462
H 8.0516 -2.2080 0.1520
H 7.3156 -2.9843 1.5522
H 6.8902 -3.5285 -0.0820
H 0.8470 0.9036 1.4535
H -0.6869 1.7520 1.7998
H -1.1930 -0.3741 0.7117
H -0.0689 -0.0118 -0.6182
H -4.3578 0.5540 -2.1290
H -4.5067 -1.0198 -2.9440
H -2.9247 -0.4162 -2.4258
H -4.8599 -2.9693 -1.6387
```

Results
HOMO ... -8.91 eV
E_LUMO ... -0.023 Ha
Total charge ... 0



Which one sits at the bottom of the stability order? 2 does.



1:
Below is an isolated molecule of C3H9N5, with properties calculated with ωB97M-V with the def2-TZVPD basis set.

```
17
C3H9N5, DFT ωB97M-V with the def2-TZVPD basis set
H 1.7201 1.3124 0.4540
N 0.6298 1.7860 0.5216
C -0.1080 1.4022 -0.3783
N -1.1929 2.2442 -0.7954
C 0.2334 0.1094 -1.2368
N 1.1765 -0.7754 -0.4687
C 0.5336 -1.9298 0.0906
N -0.3224 -2.1792 0.9800
N -0.8977 -0.8786 1.3240
H -1.3335 3.0086 -0.0619
H -2.2366 1.7598 -0.7273
H 0.9539 0.4899 -2.1258
H -0.7177 -0.3023 -1.8840
H 1.8749 -1.2044 -1.1137
H 1.1787 -2.8707 -0.0808
H -1.0523 -0.9526 2.4003
H -0.0951 -0.1121 1.3555
```

Results
HOMO ... -8.98 eV
E_LUMO ... 0.024 Ha
Total charge ... 0



2:
Below is an isolated molecule of C3H9N5, with properties calculated with ωB97M-V with the def2-TZVPD basis set.

```
17
C3H9N5, DFT ωB97M-V with the def2-TZVPD basis set
C -1.9921 -0.2209 0.8707
C 0.7257 -2.1863 0.4150
C 0.9147 2.0907 -1.5245
N -1.2756 -1.1219 0.2063
N -1.6313 0.8311 1.5461
N 0.7605 0.0653 -0.2412
N 0.0104 -0.9637 0.1825
N 0.1610 1.1141 -0.7293
H -2.9898 -0.7704 1.0670
H 0.3479 -2.9240 -0.1583
H 1.7675 -2.0224 0.1546
H 0.7079 -2.4759 1.4990
H 0.1363 2.6198 -2.0136
H 1.4294 2.9313 -0.8956
H 1.5846 1.7469 -2.2825
H -2.4007 1.2529 2.0152
H 1.7436 0.0335 -0.1113
```

Results
HOMO (spin up / spin down) ... -7.50 / -7.48 eV
E_LUMO (spin up / spin down) ... 0.005 / 0.020 Ha
Total charge ... 0



Which one sits at the bottom of the stability order? 2 does.



1:
Below is an isolated molecule of C3H9N5, with properties calculated with ωB97M-V with the def2-TZVPD basis set.

```
17
C3H9N5, DFT ωB97M-V with the def2-TZVPD basis set
H -0.1324 0.0541 2.8090
N -0.8231 0.6002 2.3182
C -0.7290 0.5055 1.0222
N -1.7580 1.0742 0.0997
N -1.7015 0.5788 -1.2338
C 0.3481 -0.2815 0.3589
C 1.0671 0.3801 -0.8426
N 0.7107 -1.2928 1.0144
N 1.9486 -1.6961 0.6219
H -2.6447 1.1713 0.6214
H -1.7028 1.2274 -1.9903
H -2.5059 -0.0256 -1.5479
H 0.5229 0.2206 -2.0518
H 1.0280 1.6787 -0.9148
H 2.1147 0.0786 -0.6092
H 2.1025 -2.6576 0.7468
H 2.1550 -1.6158 -0.4221
```

Results
HOMO ... -8.78 eV
E_LUMO ... 0.030 Ha
Total charge ... 0



2:
Below is a structure of composition C3H9N5, with properties calculated with ωB97M-V with the def2-TZVPD basis set.

```
17
C3H9N5, DFT ωB97M-V with the def2-TZVPD basis set
C 1.4446 -0.3814 -0.5997
C -0.8982 -0.6013 0.4349
C -0.0290 -0.0799 -0.6192
N 0.9953 1.6972 1.5237
N -1.9424 -1.4916 0.2623
N -0.5611 0.0471 -1.8908
N -0.7288 0.1826 1.4706
N -0.1204 1.2478 0.8240
H 0.9308 2.6980 1.6684
H 1.1324 1.1921 2.3967
H -2.5078 -1.6263 1.0878
H -1.7172 -2.3505 -0.2185
H -1.5063 0.3988 -1.9379
H 0.0478 0.4230 -2.6014
H 2.0092 0.4676 -0.9954
H 1.6578 -1.2597 -1.2177
H 1.7932 -0.5634 0.4122
```

Results
HOMO ... -6.96 eV
E_LUMO ... 0.039 Ha
Total charge ... 0



Which one sits at the bottom of the stability order? 1 does.